[1]
DFT (wB97M-V/def2-TZVPD) results for a 13-piece molecular cluster, C26H45N7O24S6 overall.

Structure (XYZ):
```
108
Properties=species:S:1:pos:R:3:forces:R:3
C -3.1070 -18.0735 15.0966 -0.0499 -0.6513 0.0834
C -2.5642 -19.1832 15.9276 0.4099 -0.0414 0.1544
N -2.0728 -20.0220 16.5569 -0.6598 0.8991 -0.6875
H -2.4235 -17.8466 14.2785 0.2254 0.0420 0.1874
H -3.3212 -17.1851 15.6908 0.1827 -0.1536 0.0442
H -4.0286 -18.3866 14.6060 -0.0575 -0.0294 0.2750
C -12.0622 -15.7659 10.5657 0.5117 0.1959 0.8568
C -13.0591 -14.8772 11.1828 0.4768 -0.3556 -0.4385
N -13.8037 -14.1399 11.6488 -0.1135 0.0423 0.0864
H -11.9971 -16.7027 11.1192 -0.6756 -0.3690 -0.5688
H -11.0557 -15.3945 10.7587 -0.1365 0.4728 -0.1048
H -12.1546 -15.8131 9.4807 -0.2407 -0.3887 0.2500
C -3.1294 -13.9673 13.6709 -0.6047 -0.3607 1.4687
C -2.0490 -14.0302 12.7458 0.0589 0.2595 -1.1771
N -1.2034 -14.0277 11.9709 0.2397 -0.1541 -0.1073
H -4.1407 -13.8284 13.2888 0.3950 0.2695 -0.5315
H -2.9097 -13.1803 14.3924 -0.1876 -0.0534 0.0949
H -3.1677 -14.9239 14.1921 0.0344 0.0428 0.2754
C -11.4879 -19.7249 7.5715 0.9837 0.9949 1.1021
C -10.7897 -19.0245 8.7219 0.0878 -0.1269 -0.5888
N -10.2375 -18.4251 9.5412 -0.5223 -0.5050 -0.5856
H -11.3122 -19.1151 6.6853 -0.2707 0.1130 0.0600
H -12.5448 -19.7703 7.8340 0.1063 -0.2953 -0.3058
H -11.0153 -20.6844 7.3617 -0.2886 -0.0730 0.3713
C -7.9028 -12.6969 13.4812 -0.0175 -0.0082 0.1102
C -6.8098 -12.7649 14.4360 2.1049 0.0988 1.6658
N -5.9337 -12.8167 15.2066 -1.8300 0.0267 -1.5919
H -7.6121 -12.1322 12.5954 0.1281 -0.1292 -0.0215
H -8.7455 -12.1934 13.9550 -0.0906 -0.1186 -0.0364
H -8.1504 -13.7270 13.2248 -0.2152 0.0747 -0.2139
C -10.8916 -12.3534 11.0415 0.3987 -0.8402 -1.4075
C -10.3829 -13.1730 9.9106 1.3377 -1.8657 -2.1048
N -9.9425 -13.8264 9.0329 -1.2671 2.0234 2.5695
H -11.9328 -12.6332 11.2020 0.0323 0.3751 0.0975
H -10.7621 -11.3457 10.6469 -0.2018 0.2626 0.7514
H -10.2933 -12.6001 11.9187 -0.0496 0.3975 -0.0174
C -2.8170 -12.9602 9.2733 -1.3723 1.4490 1.2112
C -4.0160 -12.4107 10.0108 1.0715 -1.1557 -1.5723
N -4.9687 -12.0100 10.4937 -0.7599 0.4654 0.5908
H -2.9134 -14.0356 9.1237 0.1678 0.1974 0.2042
H -2.0342 -12.6264 9.9544 0.6371 -0.6710 -0.4585
H -2.7647 -12.4148 8.3310 0.1379 -0.1873 -0.0125
C -4.8040 -20.2151 4.7976 -0.9731 -0.2589 -1.0074
C -4.6825 -18.7079 4.8460 0.0909 -0.2041 0.2819
O -4.5891 -18.5132 6.2876 -0.3042 2.4074 0.4862
S -5.7182 -19.3233 7.0718 -1.5206 0.0568 -0.9212
O -7.1098 -18.8299 6.8096 3.9353 -1.6003 0.2303
O -5.3735 -19.4893 8.4826 -0.0131 -0.0582 -3.0609
O -5.2801 -20.6208 6.0992 -1.1076 -0.3383 1.1637
H -3.9086 -20.7162 4.4299 0.4054 -0.1418 1.2316
H -5.5169 -20.5118 4.0282 -0.5067 0.0445 0.2866
H -5.5186 -18.1921 4.3739 -0.2914 0.0601 0.6218
H -3.7975 -18.3355 4.3301 0.2166 0.0280 0.6995
C -8.0759 -16.7687 15.1923 -0.8451 0.3008 0.4499
C -8.4767 -15.7162 16.2136 -1.2442 1.1979 0.3186
O -7.5254 -15.6501 17.2042 3.7168 -1.8449 2.6445
S -6.3149 -16.7709 17.0029 0.3822 -1.0740 -0.1620
O -6.6245 -18.0321 17.6831 0.3180 2.7884 -1.1699
O -4.9594 -16.2238 17.1135 -3.2802 -0.6409 -0.1980
O -6.6809 -16.9195 15.4109 0.6325 -0.0725 -0.0631
H -8.4020 -16.3843 14.2258 1.1006 -0.0822 -0.3691
H -8.6137 -17.7105 15.3014 0.2528 -0.1430 0.4303
H -9.4287 -15.8729 16.7209 -0.2331 -0.3127 -0.4098
H -8.4062 -14.6607 15.9506 -0.7462 -0.0888 -1.4504
C -5.0304 -21.0204 11.3682 0.6215 -0.3112 -2.6159
C -3.9535 -20.1472 11.9861 0.8060 0.6881 -1.2464
O -3.9241 -20.4858 13.3104 -1.1380 -1.2094 3.8762
S -5.3451 -21.1469 13.8414 -0.8228 -1.0057 1.8406
O -6.3480 -20.1103 14.1477 2.1934 -1.6952 -1.1543
O -5.1699 -22.2006 14.8861 0.0475 3.0734 -3.7207
O -5.6101 -21.8135 12.3421 -1.0952 0.2058 3.1847
H -4.6367 -21.7890 10.7031 0.4767 0.3766 -0.3134
H -5.7087 -20.4355 10.7471 -0.4794 0.0420 0.5070
H -4.0978 -19.0711 11.8897 -0.5066 -0.0339 -0.1169
H -2.9419 -20.3378 11.6277 -0.1291 -0.2687 -0.3112
C -2.0559 -17.9501 8.7857 1.1629 -0.3561 -0.2230
C -2.2545 -17.4443 10.2086 -1.4601 0.9612 -0.0419
O -1.4195 -18.1925 11.0654 1.5145 -1.3995 0.2008
S -0.4300 -19.2012 10.2176 1.1621 -0.3142 -0.8255
O -0.2446 -20.4812 10.8732 -1.3319 2.0187 -0.7609
O 0.7961 -18.5742 9.7348 -2.3765 -0.2434 0.8950
O -1.5093 -19.2753 8.9912 1.0578 -0.5558 0.6873
H -1.3067 -17.3405 8.2806 -0.0647 -0.0575 -0.2763
H -2.9164 -18.1472 8.1463 -0.1350 0.5617 0.4421
H -3.3098 -17.5701 10.4508 0.1134 -0.5923 0.4676
H -2.0681 -16.3939 10.4326 0.3612 0.1027 -0.6339
C -6.9477 -13.8578 7.5636 -1.4736 -1.8392 0.4917
C -7.6448 -15.1126 6.9461 -2.6413 -0.1219 2.0364
O -6.6972 -15.9015 6.2943 2.9278 0.2745 -0.4945
S -5.2852 -15.0700 6.1655 0.5960 0.6643 -1.6223
O -4.8866 -14.9962 4.7338 -1.0361 -0.2536 4.0075
O -4.2984 -15.4925 7.1762 -2.4049 0.9627 -1.9997
O -6.0468 -13.6279 6.5820 4.2799 -0.2179 -2.9246
H -6.3938 -14.1336 8.4610 -0.4063 0.1089 0.5548
H -7.5510 -12.9581 7.6850 -0.1592 -0.4027 0.0718
H -8.4809 -14.9672 6.2620 0.2706 0.8031 -0.2228
H -8.0943 -15.7422 7.7140 0.1496 0.0197 0.3085
C -7.2445 -17.4708 10.3500 -0.3792 -1.3983 -1.8739
C -7.8997 -16.2804 10.9752 1.0233 0.0652 -0.0576
O -6.9998 -16.1147 12.0863 1.3841 1.4345 1.6294
S -5.3983 -16.2136 11.6272 -0.3353 1.0469 -1.6626
O -4.5502 -16.7134 12.7013 -2.0220 0.6696 -1.8691
O -4.9068 -15.0013 10.8795 -1.8986 -3.7076 2.1642
O -5.8429 -17.3950 10.5624 2.1084 1.1141 1.0229
H -7.3406 -17.5913 9.2709 -0.2968 0.4488 -0.0835
H -7.6167 -18.4217 10.7311 0.0653 0.1548 0.5560
H -8.9123 -16.5263 11.2950 0.2588 0.1166 0.3725
H -7.8866 -15.3550 10.3994 -0.0911 -0.1222 -0.2771
```
Positions in Å, forces in eV/Å.

Computed properties:
calculated total energy	-5595.5330	a.u.
charge	0

[2]
DFT (wB97M-V/def2-TZVPD) results for C19H22N4S2Zr as an isolated structure.

Structure (XYZ):
```
48
Properties=species:S:1:pos:R:3:forces:R:3
Zr -0.3985 0.0709 0.8157 -1.2878 0.6534 0.5814
C 2.6175 0.7281 0.3020 -0.1882 -0.0714 -0.2356
N 1.3794 0.5689 -0.5344 0.3000 -0.1295 -0.2940
C 1.5643 -0.6063 -1.4683 0.0749 0.2788 0.1345
C 0.2789 -1.3732 -1.6909 -0.1610 -0.1876 0.2623
N -0.3253 -1.7951 -0.3710 0.3430 -0.2804 -0.3285
C 0.4939 -2.8641 0.2845 -0.1652 0.1064 -0.1499
C -1.7319 -2.2352 -0.4834 0.5866 -0.0269 -0.1823
C -2.1585 -2.9041 -1.6200 -0.2448 0.0825 0.0589
C -3.4695 -3.3460 -1.6812 0.0064 -0.0264 -0.0867
C -4.3286 -3.1216 -0.6142 -0.0624 -0.0171 0.0116
C -3.8910 -2.4573 0.5196 -0.0304 0.0131 -0.0015
C -2.5753 -2.0106 0.5992 -0.0646 -0.0687 0.2463
S -2.0181 -1.2038 2.1126 0.1509 -0.0723 -0.4129
C 1.0419 1.8233 -1.2600 0.2265 -0.4571 0.1308
C 2.0732 2.5144 -1.8795 -0.0649 0.1382 -0.1139
C 1.8014 3.6753 -2.5825 -0.0063 0.0453 -0.0121
C 0.4956 4.1444 -2.6587 0.0064 0.0056 -0.0034
C -0.5308 3.4572 -2.0338 0.0081 0.0490 0.0011
C -0.2738 2.2829 -1.3292 -0.0883 -0.0321 0.0349
S -1.7130 1.4692 -0.6042 0.3923 -0.0300 0.1351
H 3.5116 0.6671 -0.3151 0.0477 0.0434 -0.0005
H 2.5937 1.6867 0.8100 0.0130 0.0390 0.0364
H 2.6691 -0.0775 1.0367 0.0070 -0.0452 0.0395
H 1.9497 -0.2479 -2.4213 0.0347 -0.0033 -0.0600
H 2.3230 -1.2499 -1.0270 0.0328 -0.0364 -0.0086
H -0.4620 -0.7703 -2.2109 -0.0590 0.0479 -0.0372
H 0.4975 -2.2539 -2.2945 0.0060 -0.0312 -0.0549
H 0.6138 -3.7033 -0.4004 0.0131 -0.0364 -0.0186
H 1.4799 -2.4841 0.5534 0.0478 0.0040 0.0313
H -0.0269 -3.1974 1.1763 -0.0033 -0.0418 0.0570
H -1.4941 -3.0749 -2.4556 -0.0048 -0.0314 0.0213
H -3.8182 -3.8681 -2.5624 0.0030 0.0071 0.0368
H -5.3496 -3.4768 -0.6626 0.0181 0.0275 0.0119
H -4.5662 -2.2931 1.3487 0.0259 0.0119 0.0102
H 3.0906 2.1466 -1.8307 -0.0359 0.0220 -0.0103
H 2.6065 4.2094 -3.0694 -0.0335 -0.0100 0.0032
H 0.2708 5.0490 -3.2085 0.0234 -0.0207 0.0161
H -1.5477 3.8231 -2.0894 0.0139 0.0093 -0.0151
N 0.5444 0.1855 3.8823 -0.1893 0.1296 -0.3266
C 1.0100 0.9648 4.8536 0.0265 0.0281 0.2213
C 1.1505 2.2473 4.3453 0.0731 -0.0707 0.1514
C 0.7250 2.1542 3.0374 -0.2253 -0.0439 -0.3533
N 0.3340 0.8946 2.7369 0.3986 0.0866 0.4607
H 0.2110 -0.7634 3.9521 0.0094 -0.1046 0.0525
H 1.1939 0.5644 5.8392 0.0188 0.0525 -0.0307
H 1.5003 3.1218 4.8664 0.0004 -0.0320 -0.0198
H 0.6576 2.9290 2.2877 0.0070 0.0259 0.0101
```
Positions in Å, forces in eV/Å.

Computed properties:
calculated total energy	-1799.2123	a.u.
charge	+2

[3]
DFT (wB97M-V/def2-TZVPD) results for a 2-piece molecular cluster, C4H5O3S2 overall.

Structure (XYZ):
```
14
Properties=species:S:1:pos:R:3:forces:R:3
C 0.1287 -0.2855 -0.8253 -0.6158 2.6721 2.4227
C -2.4343 -0.5588 -0.2264 1.2958 -0.1167 1.7327
C -1.1138 -0.4069 -0.4856 -0.9797 -0.8263 -1.1998
C 0.8789 0.9576 -0.2422 0.6315 -1.7662 -1.0956
O -4.2637 -1.7384 3.2386 -1.4714 0.5820 1.2105
O -2.2244 -3.0648 3.2077 1.2635 -0.9387 1.2601
O -4.0473 -3.6629 1.6814 -0.7553 -0.8462 0.0811
S -3.6743 0.2225 -1.0460 -0.0006 -0.0336 -0.2387
S -3.4182 -2.6517 2.5168 0.9892 1.1756 -2.4716
H 0.7664 -0.8782 -1.3838 0.5199 -1.6313 -1.1454
H -2.6008 -1.1003 0.7570 -0.3477 0.2745 -1.0770
H 0.1763 1.7279 -0.0025 -0.1674 0.4558 0.3802
H 1.5092 0.6217 0.6182 -0.4483 0.5909 -0.6836
H 1.4928 1.2487 -1.1167 0.0862 0.4080 0.8244
```
Positions in Å, forces in eV/Å.

Computed properties:
calculated total energy	-1177.4377	a.u.
charge	-1

[4]
DFT (wB97M-V/def2-TZVPD) results for a 2-piece molecular cluster, C3H10N4O overall.

Structure (XYZ):
```
18
Properties=species:S:1:pos:R:3:forces:R:3
C 1.5435 1.2053 1.2743 0.2592 -0.4249 -0.4697
C -0.9266 1.5404 -1.2959 -0.7749 -0.6346 0.5900
O 0.2282 1.4863 0.8183 -0.5256 0.1405 -2.6834
N 0.2104 1.2652 -0.8603 1.1188 1.2501 2.4445
H 1.5713 1.3946 2.3492 -0.2010 0.0121 -0.0884
H 2.2642 1.8526 0.7746 -0.0734 0.0355 0.0051
H 1.7651 0.1557 1.0591 0.0841 0.1257 0.1412
H -1.8297 1.5266 -0.6822 0.1829 0.5613 0.0618
H -1.0319 1.6060 -2.3755 0.1856 -0.2085 -0.0034
C 0.3325 -2.0778 -1.2148 -0.1111 -0.3158 0.2396
N -1.3905 -0.4693 1.3347 1.4889 2.2607 0.4896
N -1.0829 -1.3723 0.4364 0.7929 -0.6770 -1.4321
N 0.0727 -1.2485 -0.0654 -0.8856 0.3858 0.9384
H -2.3317 -0.5983 1.6788 0.2364 0.1866 -0.0443
H -0.6666 0.5579 1.3010 -1.7516 -2.5148 0.0131
H -0.5146 -2.7260 -1.4576 0.0324 -0.0024 -0.0730
H 1.2207 -2.6812 -1.0188 0.0064 -0.0707 -0.0937
H 0.5658 -1.4172 -2.0558 -0.0645 -0.1099 -0.0351
```
Positions in Å, forces in eV/Å.

Computed properties:
calculated total energy	-414.3654	a.u.
charge	0

[5]
DFT (wB97M-V/def2-TZVPD) results for one molecule with the formula C6H8.

Structure (XYZ):
```
14
Properties=species:S:1:pos:R:3:forces:R:3
C 0.6843 -1.0022 -1.2575 0.2005 -0.3342 -0.3037
C -0.4864 -0.8857 -0.2872 -0.4026 -0.0980 0.0321
C -0.3143 -0.4484 1.1820 0.0214 0.1681 0.0005
C 0.0386 1.0131 1.0390 0.5809 -0.6115 1.5980
C 0.2495 1.3316 -0.3230 -1.7741 1.3232 -1.0496
C -0.1343 0.2422 -1.2032 1.0476 -1.1873 0.3738
H 1.6901 -0.9875 -0.8294 -0.1509 0.1806 -0.1695
H 0.5750 -1.6947 -2.0915 -0.0298 0.0576 0.2298
H -1.3637 -1.4870 -0.5252 0.2541 -0.0226 0.0366
H 0.4916 -0.9373 1.7512 -0.1539 -0.2574 -0.1605
H -1.2385 -0.6295 1.7471 0.1317 0.0805 -0.1165
H -0.0119 1.7619 1.8277 -0.0534 -0.2269 -0.1845
H 0.7393 2.2528 -0.6392 0.1042 -0.3287 -0.0508
H -0.9193 1.4708 -0.3908 0.2244 1.2568 -0.2355
```
Positions in Å, forces in eV/Å.

Computed properties:
calculated total energy	-233.1980	a.u.
charge	0

[6]
DFT (wB97M-V/def2-TZVPD) results for one molecule with the formula C5H5NO.

Structure (XYZ):
```
12
Properties=species:S:1:pos:R:3:forces:R:3
O 0.3193 0.8086 -1.8382 0.1221 -0.2514 -0.1196
C -0.1209 0.8080 -0.5003 -0.3575 0.0070 0.2338
C -1.1829 -0.3311 -0.2272 -0.1206 0.1786 -0.1877
C -0.7277 -1.3733 0.6789 0.4846 -0.6735 0.5019
N -0.3025 -2.1581 1.4092 -0.4539 0.3812 -0.4996
C 0.9711 0.6903 0.4625 0.3000 -0.2424 0.3995
C 1.7551 0.3282 1.2978 -0.1647 0.3784 -0.3879
H 1.0158 0.1467 -1.9301 -0.0173 0.0478 -0.0282
H -0.6317 1.7641 -0.3846 -0.0078 -0.0332 0.0867
H -2.1099 0.0736 0.1846 0.1187 0.1528 -0.0294
H -1.4384 -0.7767 -1.1893 0.0271 0.0265 -0.0159
H 2.4526 0.0196 2.0368 0.0693 0.0281 0.0464
```
Positions in Å, forces in eV/Å.

Computed properties:
calculated total energy	-323.4258	a.u.
charge	0